# 1
A 3-piece molecular cluster, C5H13N overall, computed with ωB97M-V with the def2-TZVPD basis set.

Each line ends with the Mulliken charge.
CARTESIAN COORDINATES (ANGSTROEM)
C: 2.1048 -2.0084 1.3284  -0.909
N: 1.1058 0.4423 -1.0228  -0.499
C: -1.5793 -0.9626 -0.8648  -1.129
C: -1.4219 0.5561 -0.9767  -0.452
C: 0.0108 0.9669 -0.5261  0.238
C: 0.0079 2.4341 0.0013  -1.133
H: 2.0439 -1.5481 0.3441  0.178
H: 3.0769 -1.6894 1.6968  0.290
H: 2.0595 -3.0889 1.3072  0.269
H: 1.3059 -1.6440 1.9528  0.179
H: -2.5418 -1.2420 -1.3365  0.312
H: -0.7641 -1.5926 -1.2312  0.349
H: -1.5816 -1.3525 0.1776  0.323
H: -2.1927 0.9641 -0.3626  0.311
H: -1.7021 0.9963 -1.9341  0.406
H: -0.2263 0.3250 0.9496  0.282
H: 0.4977 3.0862 -0.7359  0.322
H: 0.6958 2.4187 0.8576  0.322
H: -0.8994 2.9385 0.3755  0.343

* gap between HOMO and LUMO: 5.91 eV
* HOMO level: -0.3055 Ha
* total charge: 0
* M: 87.166 g/mol
* LUMO level: -2.406 eV
* ΔE to the lowest compared entry with this formula, charge and spin: 676.6 kJ/mol

***

# 2
C2H4ClN2 as an isolated structure, computed with ωB97M-V with the def2-TZVPD basis set.

Each line ends with the Mulliken charge.
CARTESIAN COORDINATES (ANGSTROEM)
C: -1.4311 0.1541 -0.1178  0.155
C: 0.4281 -0.3563 0.5673  -0.913
N: -0.1731 0.3721 -0.6219  0.653
N: 0.4727 0.5203 -1.6784  -0.521
Cl: -2.3918 1.2662 0.7109  0.133
H: 0.9165 -1.3402 0.1905  0.382
H: 1.0676 0.1063 1.2588  0.376
H: -0.2895 -0.6932 1.3681  0.385
H: 1.4007 -0.0293 -1.6774  0.348

* gap between HOMO and LUMO (alpha / beta): 8.77 / 8.77 eV
* HOMO level (alpha / beta): -0.5632 / -0.5632 Ha
* total charge: +1
* M: 91.521 g/mol
* LUMO level (alpha / beta): -6.556 / -6.557 eV
* ΔE to the lowest compared entry with this formula, charge and spin: 528.8 kJ/mol

***

# 3
A 4-piece molecular cluster, C3H12O4S overall, computed with ωB97M-V with the def2-TZVPD basis set.

Each line ends with the Mulliken charge.
CARTESIAN COORDINATES (ANGSTROEM)
O: -0.4867 -1.3224 -1.4698  -0.460
C: -0.5699 -0.1196 -1.4669  -0.088
C: -0.0664 0.7072 -0.3144  0.134
C: -0.4195 2.1747 -0.3038  -0.718
S: 0.2202 2.5970 1.4662  -0.246
H: -1.1360 0.4033 -2.2148  0.401
H: 1.0208 0.6274 -0.1403  0.035
H: -0.4933 0.2736 0.5764  0.122
H: 0.1204 2.8155 -1.0181  0.364
H: -1.5672 2.3771 -0.2913  0.338
H: -0.9440 2.3707 2.0702  0.129
O: -1.1161 -3.2791 0.0576  -0.681
H: -1.0950 -3.1593 -1.0016  0.376
H: -0.2259 -3.4569 0.2993  0.309
O: 3.1417 0.0518 -0.3620  -0.681
H: 3.0831 0.8626 0.1807  0.337
H: 3.1321 0.4041 -1.2917  0.334
O: -0.9849 -1.1578 2.0052  -0.657
H: -1.4121 -1.5427 1.2395  0.360
H: -0.2013 -1.6270 1.9799  0.292

* gap between HOMO and LUMO: 9.50 eV
* SMILES string: O=CCCS.O.O.O
* HOMO level: -0.3351 Ha
* total charge: 0
* M: 144.192 g/mol
* LUMO level: 0.381 eV
* ΔE to the lowest compared entry with this formula, charge and spin: 122.4 kJ/mol

***

# 4
A 2-piece molecular cluster, C4H4F2S overall, computed with ωB97M-V with the def2-TZVPD basis set.

Each line ends with the Mulliken charge.
CARTESIAN COORDINATES (ANGSTROEM)
C: -0.0531 -0.8444 1.1594  -0.609
C: 0.1157 -0.1762 0.0632  0.407
C: -0.0209 0.4835 -1.0593  -0.810
C: -2.4272 0.8869 -0.9105  0.484
F: -2.3186 1.8134 -1.8119  -0.226
F: -2.5389 -0.2773 -1.5937  -0.231
S: -2.7378 1.2122 0.6103  -0.071
H: 0.6867 -0.7864 2.0717  0.199
H: 0.1631 -0.0225 -2.0126  0.244
H: -0.0804 1.5383 -1.2702  0.339
H: -1.0878 -1.1712 1.2744  0.274

* expectation value of S²: 2.01
* gap between HOMO and LUMO (alpha / beta): 7.29 / 6.13 eV
* multiplicity: 3
* HOMO level (alpha / beta): -0.2420 / -0.3539 Ha
* total charge: 0
* M: 122.139 g/mol
* LUMO level (alpha / beta): 0.710 / -3.500 eV